Record 1
Below is the molecule C5H13N2O, with properties calculated with the ωB97M-V functional and the def2-TZVPD basis.

```
21
C5H13N2O | OMol25 | the ωB97M-V functional and the def2-TZVPD basis
N -0.907 -2.169 0.875
C -0.112 -0.883 0.823
C -0.623 0.035 1.921
C -0.384 -0.257 -0.530
N 0.394 0.749 -0.971
C 0.100 1.423 -2.229
C 1.665 1.100 -0.322
O -1.329 -0.668 -1.200
H -1.095 -2.559 -0.077
H -1.823 -1.978 1.298
H -0.375 -2.976 1.348
H 0.954 -1.176 0.831
H -0.970 -0.504 2.803
H -1.501 0.629 1.614
H 0.151 0.803 2.136
H -0.996 1.464 -2.377
H 0.362 0.873 -3.134
H 0.486 2.430 -2.121
H 2.201 1.721 -1.053
H 2.266 0.193 -0.180
H 1.537 1.748 0.546
```

⟨S²⟩: 0.753
HOMO level (spin up / spin down), eV: -2.238 / -7.796
Kohn-Sham gap (spin up / spin down), eV: 2.43 / 7.89
Strongest force on any atom, Eh/bohr: 0.0836
Spin multiplicity: 2
LUMO energy (spin up / spin down), eV: 0.19 / 0.09
ΔE to the lowest compared entry with this formula, charge and spin, eV: 3.257

Atomic partial charges in e from the Löwdin method, atoms 1 to 8: number 1, N, carries 0.169; number 2, C, carries -0.328; number 3, C, carries -0.095; number 4, C, carries -0.600; number 5, N, carries -0.187; number 6, C, carries -0.068; number 7, C, carries -0.069; number 8, O, carries -0.085

=====

Record 2
Below is the molecule C5H13N2O, with properties calculated with the ωB97M-V functional and the def2-TZVPD basis.

```
21
C5H13N2O | OMol25 | the ωB97M-V functional and the def2-TZVPD basis
C -1.804 1.056 1.167
O -2.569 0.160 0.322
C -0.687 0.203 1.776
C -0.229 -0.871 0.738
C 0.014 -0.244 -0.626
N 2.245 -0.407 -2.503
C 2.399 -0.097 -1.187
N 1.357 0.290 -0.422
H -2.490 1.209 2.095
H -1.439 1.912 0.543
H -3.513 0.402 0.320
H -1.212 -0.511 2.498
H 0.171 0.769 2.297
H 0.548 -1.585 1.055
H -1.151 -1.573 0.713
H -0.197 -0.937 -1.491
H -0.637 0.634 -0.980
H 1.347 -0.401 -2.941
H 3.044 -0.723 -3.099
H 3.390 -0.149 -0.722
H 1.412 0.864 0.448
```

⟨S²⟩: 0.753
HOMO level (spin up / spin down), eV: -4.094 / -8.310
Kohn-Sham gap (spin up / spin down), eV: 4.87 / 9.07
Strongest force on any atom, Eh/bohr: 0.0712
Spin multiplicity: 2
LUMO energy (spin up / spin down), eV: 0.78 / 0.76
ΔE to the lowest compared entry with this formula, charge and spin, eV: 2.677

Atomic partial charges in e from the Löwdin method, atoms 1 to 8: number 1, C, carries -0.257; number 2, O, carries -0.133; number 3, C, carries -0.207; number 4, C, carries -0.226; number 5, C, carries -0.233; number 6, N, carries 0.018; number 7, C, carries -0.338; number 8, N, carries -0.086

=====

Record 3
Below is a cluster of 2 separate species, C5H13N2O in total, with properties calculated with the ωB97M-V functional and the def2-TZVPD basis.

```
21
C5H13N2O | OMol25 | the ωB97M-V functional and the def2-TZVPD basis
O -0.852 -0.734 -0.166
C 0.038 -1.410 0.250
C 1.337 -0.756 0.512
C 1.720 0.498 -0.040
C 1.777 1.480 1.157
C 0.411 1.544 1.787
N -0.602 1.971 0.858
N -3.014 -2.288 -3.556
H -0.119 -2.466 0.475
H 2.027 -1.196 1.237
H 1.077 0.795 -0.857
H 2.755 0.363 -0.397
H 2.442 1.023 1.895
H 2.178 2.446 0.879
H 0.372 2.268 2.601
H 0.231 0.529 2.232
H -0.883 1.251 0.216
H -1.440 2.266 1.358
H -2.734 -2.971 -4.229
H -2.714 -2.531 -2.638
H -4.007 -2.083 -3.574
```

HOMO level, eV: -12.023
Kohn-Sham gap, eV: 3.94
Strongest force on any atom, Eh/bohr: 0.0236
Spin multiplicity: 1
LUMO energy, eV: -8.08
Net charge: +1
ΔE to the lowest compared entry with this formula, charge and spin, eV: 5.065

Atomic partial charges in e from the Löwdin method, atoms 1 to 8: number 1, O, carries 0.145; number 2, C, carries -0.166; number 3, C, carries 0.163; number 4, C, carries -0.131; number 5, C, carries -0.128; number 6, C, carries -0.270; number 7, N, carries 0.073; number 8, N, carries 0.015

=====

Record 4
Below is the molecule C5H13N2O2PS2, with properties calculated with the ωB97M-V functional and the def2-TZVPD basis.

```
25
C5H13N2O2PS2 | OMol25 | the ωB97M-V functional and the def2-TZVPD basis
C 2.693 -2.065 1.226
O 1.737 -0.999 1.291
P 1.285 -0.226 -0.049
S 1.617 -0.799 -1.911
N -0.240 0.353 0.262
C -1.451 -0.568 -0.164
S -1.071 -2.194 -0.024
N -2.498 0.048 -0.542
C -2.603 1.519 -0.367
C -3.722 -0.541 -0.895
O 1.905 1.214 0.282
C 3.183 1.601 0.085
H 3.437 -1.950 0.395
H 2.258 -3.057 1.316
H 3.314 -1.801 2.060
H -0.347 1.049 0.895
H -2.603 1.607 0.793
H -1.712 2.008 -0.704
H -3.613 1.853 -0.860
H -4.505 0.028 -0.525
H -3.806 -0.624 -1.921
H -3.614 -1.549 -0.471
H 3.033 2.539 -0.469
H 3.515 0.872 -0.635
H 3.809 1.681 0.932
```

HOMO level, eV: -8.076
Kohn-Sham gap, eV: 8.60
Strongest force on any atom, Eh/bohr: 0.1295
Spin multiplicity: 1
LUMO energy, eV: 0.53
ΔE to the lowest compared entry with this formula, charge and spin, eV: 2.256

Atomic partial charges in e from the Löwdin method, atoms 1 to 8: number 1, C, carries -0.121; number 2, O, carries -0.314; number 3, P, carries 0.170; number 4, S, carries 0.263; number 5, N, carries -0.105; number 6, C, carries -0.783; number 7, S, carries 0.621; number 8, N, carries -0.234

=====

Record 5
Below is the ion C5H13N2P with charge +2, with properties calculated with the ωB97M-V functional and the def2-TZVPD basis.

```
21
C5H13N2P | OMol25 | the ωB97M-V functional and the def2-TZVPD basis
C 0.874 -1.057 0.514
C -0.591 -1.119 0.479
C -0.481 1.275 0.091
C 1.030 1.200 -0.408
C -1.249 -0.064 -0.254
N 1.614 -0.051 0.108
N -2.752 -0.023 -0.016
P 3.588 -0.001 0.159
H 1.581 -1.773 0.865
H -0.873 -2.215 0.085
H -0.842 -1.087 1.534
H -0.422 1.486 1.168
H -0.689 2.045 -0.579
H 1.003 1.156 -1.440
H 1.438 2.104 0.026
H -1.225 -0.232 -1.373
H -3.217 -0.876 -0.341
H -3.402 0.689 -0.593
H -2.993 -0.110 0.969
H 3.841 0.077 -1.302
H 3.766 -1.423 0.309
```

⟨S²⟩: 2.013
HOMO level (spin up / spin down), eV: -14.357 / -18.973
Kohn-Sham gap (spin up / spin down), eV: 6.55 / 6.76
Strongest force on any atom, Eh/bohr: 0.2071
Spin multiplicity: 3
LUMO energy (spin up / spin down), eV: -7.81 / -12.22
Net charge: +2
ΔE to the lowest compared entry with this formula, charge and spin, eV: 0.000

Atomic partial charges in e from the Löwdin method, atoms 1 to 8: number 1, C, carries -0.153; number 2, C, carries -0.162; number 3, C, carries -0.058; number 4, C, carries -0.152; number 5, C, carries -0.295; number 6, N, carries -0.244; number 7, N, carries 0.216; number 8, P, carries 1.153

=====

Record 6
Below is a cluster of 2 separate species, C5H13N2S in total, with properties calculated with the ωB97M-V functional and the def2-TZVPD basis.

```
21
C5H13N2S | OMol25 | the ωB97M-V functional and the def2-TZVPD basis
C -2.443 0.045 2.477
N -1.641 -1.876 0.652
C -2.446 -2.139 1.720
N -2.882 -1.344 2.607
H -1.375 0.143 2.686
H -3.001 0.653 3.184
H -2.596 0.441 1.471
H -1.054 -1.048 0.530
H -1.354 -2.668 0.106
H -2.755 -3.184 1.775
C 3.040 0.277 -1.580
C 1.819 0.943 -2.198
C 1.054 1.816 -1.190
S 0.231 0.884 0.128
H 3.738 1.025 -1.182
H 3.599 -0.325 -2.297
H 2.718 -0.336 -0.740
H 2.127 1.576 -3.040
H 1.140 0.173 -2.574
H 0.317 2.402 -1.749
H 1.764 2.542 -0.785
```

HOMO level, eV: -2.782
Kohn-Sham gap, eV: 6.65
Strongest force on any atom, Eh/bohr: 0.0105
Spin multiplicity: 1
LUMO energy, eV: 3.87
Net charge: -1
ΔE to the lowest compared entry with this formula, charge and spin, eV: 0.047

Atomic partial charges in e from the Löwdin method, atoms 1 to 8: number 1, C, carries -0.187; number 2, N, carries 0.083; number 3, C, carries -0.374; number 4, N, carries -0.068; number 5, H, carries 0.052; number 6, H, carries 0.050; number 7, H, carries 0.049; number 8, H, carries -0.073